{
  "formula": "C39H65Br3O22S2",
  "method": "ωB97M-V/def2-TZVPD",
  "e_homo_ha": -0.345,
  "lumo_energy_ha": -0.0299,
  "fmax_ha_per_bohr": 0.1558,
  "smiles": "CCOS(C)(=O)=O.CCOS(C)(=O)=O.BrC(Br)Br.O=C1CCCO1.O=C1CCCO1.O=C1CCCO1.O=C1CCCO1.O=C1CCCO1.O=C1CCCO1.O=C1CCCO1.O=C1CCCO1",
  "elements": ["H", "H", "O", "C", "C", "H", "Br", "H", "H", "H", "H", "C", "H", "O", "C", "O", "C", "C", "H", "H", "H", "C", "O", "C", "H", "H", "H", "H", "C", "H", "H", "H", "H", "H", "C", "C", "O", "H", "O", "C", "H", "H", "C", "H", "O", "C", "H", "C", "O", "S", "H", "H", "H", "C", "C", "H", "C", "O", "H", "O", "O", "C", "H", "O", "C", "O", "H", "H", "C", "C", "H", "H", "C", "H", "H", "H", "H", "H", "H", "C", "Br", "C", "O", "H", "O", "H", "Br", "C", "C", "H", "C", "H", "H", "C", "H", "H", "O", "H", "C", "O", "C", "H", "C", "C", "H", "H", "O", "O", "H", "C", "H", "H", "O", "C", "H", "H", "C", "H", "S", "H", "H", "H", "O", "C", "O", "C", "H", "H", "H", "H", "C"],
  "coordinates": [[-21.378, 9.649, -13.500], [-16.844, 7.667, -9.342], [-13.391, 3.442, -13.049], [-12.633, 4.676, -9.683], [-13.548, 10.476, -16.620], [-17.948, 13.117, -16.627], [-17.941, 14.636, -10.046], [-16.427, 9.962, -11.665], [-10.655, 15.369, -13.479], [-16.397, 9.721, -18.188], [-21.999, 9.383, -11.067], [-14.965, 10.858, -17.068], [-16.253, 9.802, -5.575], [-19.990, 12.378, -12.262], [-12.083, 6.143, -9.408], [-21.098, 6.814, -10.096], [-12.258, 10.153, -11.776], [-15.599, 10.670, -11.687], [-12.243, 3.232, -14.956], [-11.545, 16.816, -10.936], [-21.722, 12.422, -14.540], [-8.440, 10.747, -14.701], [-15.386, 4.399, -12.716], [-14.287, 4.429, -13.269], [-8.577, 9.871, -15.336], [-10.152, 6.820, -10.261], [-16.884, 12.417, -11.350], [-15.966, 5.094, -10.376], [-15.349, 10.021, -18.217], [-12.745, 6.974, -9.653], [-9.763, 12.027, -13.408], [-15.645, 8.569, -6.600], [-21.005, 13.600, -15.491], [-16.540, 13.389, -15.622], [-17.132, 6.085, -7.802], [-20.886, 7.765, -10.884], [-12.104, 13.309, -12.471], [-16.516, 5.237, -7.503], [-19.644, 8.063, -11.264], [-21.797, 8.527, -11.710], [-12.869, 11.328, -16.610], [-17.154, 14.649, -16.681], [-10.644, 4.764, -10.824], [-15.280, 7.035, -8.777], [-20.685, 14.820, -12.996], [-16.652, 5.913, -10.161], [-22.569, 7.782, -11.906], [-10.302, 12.126, -15.468], [-14.645, 10.267, -12.667], [-20.023, 13.493, -13.218], [-12.157, 6.001, -13.529], [-12.429, 10.628, -10.810], [-15.646, 10.592, -16.260], [-16.339, 15.481, -10.771], [-11.061, 15.403, -12.468], [-12.010, 10.882, -12.547], [-20.940, 8.856, -12.893], [-7.883, 11.738, -15.667], [-18.809, 8.825, -12.999], [-11.542, 3.915, -10.355], [-14.454, 8.883, -18.139], [-13.071, 16.548, -12.530], [-13.548, 4.767, -10.268], [-18.477, 13.714, -13.829], [-17.451, 13.854, -15.997], [-14.266, 8.188, -11.363], [-13.734, 17.078, -11.846], [-15.065, 11.927, -17.251], [-13.527, 11.035, -6.376], [-12.287, 3.726, -13.986], [-10.900, 11.563, -16.185], [-16.028, 12.511, -12.865], [-18.306, 5.446, -8.570], [-11.391, 9.496, -11.838], [-15.107, 12.606, -11.306], [-10.194, 15.148, -11.859], [-14.258, 6.371, -14.360], [-13.523, 10.093, -15.599], [-16.186, 14.890, -11.674], [-13.892, 5.346, -14.433], [-14.721, 15.366, -9.568], [-14.004, 9.675, -5.921], [-13.095, 8.505, -13.685], [-20.096, 11.959, -15.263], [-13.293, 15.105, -12.577], [-19.447, 10.117, -11.970], [-16.574, 17.311, -11.429], [-11.673, 16.658, -12.006], [-9.796, 11.373, -14.280], [-11.152, 17.497, -12.467], [-20.735, 12.749, -14.866], [-13.219, 17.059, -13.482], [-13.676, 11.838, -5.655], [-8.979, 12.414, -16.254], [-12.448, 11.052, -6.530], [-15.240, 10.552, -19.163], [-8.809, 13.133, -17.198], [-16.719, 6.512, -11.068], [-13.264, 9.194, -17.355], [-14.280, 11.245, -7.574], [-19.604, 9.091, -12.302], [-20.998, 7.997, -13.562], [-12.179, 14.486, -12.414], [-12.435, 5.244, -14.262], [-13.050, 4.239, -8.775], [-11.256, 6.589, -11.446], [-17.986, 5.438, -9.933], [-12.482, 8.334, -17.095], [-11.974, 5.599, -15.183], [-18.268, 14.466, -14.872], [-15.216, 10.503, -10.680], [-13.732, 9.579, -4.870], [-16.310, 10.868, -8.464], [-15.496, 10.578, -7.588], [-17.632, 15.217, -14.403], [-17.462, 6.780, -7.030], [-16.327, 6.790, -8.955], [-11.662, 6.222, -8.406], [-13.592, 9.033, -12.378], [-13.432, 8.954, -6.504], [-10.525, 10.597, -14.047], [-19.137, 15.031, -15.210], [-9.648, 4.292, -11.452], [-15.944, 12.156, -11.838], [-19.349, 5.001, -8.161], [-15.499, 9.617, -6.341], [-11.270, 3.622, -13.608], [-14.290, 4.807, -15.293], [-10.687, 13.118, -15.231], [-7.771, 10.662, -13.845], [-10.980, 6.149, -10.488]],
  "forces_ev_per_angstrom": [[0.275, 0.428, 0.154], [0.074, 0.744, 1.112], [1.514, 0.628, -1.518], [-0.510, 1.565, 0.333], [-0.418, 0.202, 0.066], [-0.335, -0.123, 0.223], [0.575, 0.744, 0.128], [-0.378, 0.203, -0.689], [-0.333, 0.380, -0.302], [0.197, -0.496, 0.185], [-0.977, 0.258, -0.373], [-0.212, 1.076, 2.023], [0.155, 0.660, -0.135], [0.398, 2.694, -1.209], [0.705, -1.512, -1.525], [0.385, 3.448, -2.126], [0.425, -1.518, -0.637], [-0.941, -0.568, 1.200], [-1.082, -0.570, 0.212], [-0.523, -0.322, 0.073], [0.168, -0.601, 0.086], [-0.515, 1.913, -0.949], [2.173, 0.284, -0.465], [-4.127, -0.361, 0.377], [0.074, -0.410, 0.709], [0.471, -0.623, 0.332], [0.138, -0.334, 0.196], [-0.148, -0.268, 0.212], [0.780, -0.701, -1.120], [-0.483, -0.409, 0.413], [0.438, -0.047, -0.018], [-0.524, 0.185, -0.600], [0.746, -0.113, -0.316], [-0.016, 0.038, 0.169], [0.474, 0.458, -1.908], [0.912, -4.656, 2.454], [-0.030, -2.965, 0.435], [-0.077, 0.103, 0.790], [2.247, 0.908, 0.556], [-0.966, -0.224, 0.353], [0.261, -0.435, -0.621], [0.035, 0.141, 0.099], [4.430, -2.941, -1.895], [-0.049, -0.296, 0.001], [2.061, -3.596, -0.088], [0.136, -0.167, -0.482], [-0.768, 0.943, 0.006], [2.189, 0.816, -1.390], [1.103, -1.173, -1.309], [-1.287, -0.043, -2.593], [0.402, -0.661, 0.598], [-0.198, -0.345, -0.121], [-0.009, 0.299, 0.240], [0.266, -0.220, -0.039], [2.493, 0.076, 0.856], [-0.895, 0.120, 0.015], [-1.918, 0.547, -1.717], [-1.984, 0.102, 0.315], [0.159, -0.054, 0.238], [-2.323, 0.714, 1.367], [1.284, 0.542, 0.317], [-0.377, 0.697, 0.942], [0.441, -0.307, -0.959], [-2.802, -4.789, 5.778], [-0.050, -0.278, -0.380], [2.081, 1.198, -1.981], [-0.458, -0.733, 0.028], [-0.025, -0.036, -0.043], [-0.138, -0.248, 0.075], [1.708, 2.277, 0.428], [-0.280, 0.086, 0.352], [0.270, -0.221, -0.079], [-0.592, -0.013, -0.932], [0.202, -0.100, 0.802], [-0.172, 0.822, -0.307], [-0.239, -0.507, 0.133], [-0.364, -0.364, 0.042], [-0.200, 0.237, 0.247], [0.611, 0.133, 0.374], [-1.044, -0.432, 1.554], [-1.427, -0.025, -0.794], [0.077, 0.623, 0.498], [-1.532, 1.126, 3.257], [-0.065, 0.340, 0.132], [-3.025, 2.504, -0.107], [-0.061, -0.239, 0.612], [-0.167, -0.614, 0.477], [1.219, 2.274, -0.783], [-0.607, -1.195, 0.407], [-0.148, 0.291, 0.058], [-0.693, 1.400, 2.248], [0.118, -0.721, -0.398], [-0.636, 0.090, -0.016], [1.250, 0.012, 0.337], [-0.083, -0.105, -0.725], [0.374, -0.178, -0.244], [-0.332, -0.474, 0.593], [0.212, -0.093, -0.016], [-2.286, -1.154, -0.188], [-0.386, 0.245, -0.417], [0.223, -1.075, -0.174], [0.577, -0.215, 0.037], [1.382, -1.020, -1.098], [0.633, 0.225, -1.822], [1.022, -0.680, 0.091], [-0.839, 0.028, -0.134], [-0.138, -0.358, 1.591], [0.163, 0.596, -0.782], [0.565, -0.432, -0.047], [1.826, 4.279, -3.020], [0.432, 0.278, 0.028], [-0.486, -0.442, 0.060], [1.775, -1.339, 2.356], [-0.679, 1.139, -0.672], [0.332, 0.935, -0.835], [0.055, -0.531, 0.176], [-1.429, -0.131, -0.258], [-0.020, 0.086, -0.096], [-1.073, 1.168, -0.484], [-0.173, -0.259, 0.120], [0.206, -0.248, 0.214], [-0.262, -0.233, -0.240], [-3.307, 2.184, 1.890], [0.518, -0.717, 0.189], [1.470, 0.522, -0.285], [1.094, -0.570, -0.648], [-0.414, -0.789, 1.010], [0.104, 0.250, -0.352], [-0.473, -0.271, -0.156], [0.138, -0.312, -0.438], [0.293, 1.937, 0.071]]
}